A:
The following is a quantum chemistry calculation of a cluster of 2 separate species, C4H14N3 in total, from the Open Molecules 2025 dataset.

Computed properties:
- LUMO energy (eV) = -3.05

Structure (ORCA input):
```
! RIJCOSX wB97M-V def2-TZVPD def2/J DEFGRID3
* xyz 1 1
C 1.32 -0.42 0.09
H 0.71 -1.84 1.38
H 2.18 1.19 -0.84
C 0.94 -0.64 -2.34
H -2.31 1.99 1.79
H 0.56 -2.04 -0.83
H 1.73 1.44 0.80
H -1.52 -0.58 0.22
H -1.97 -0.51 1.81
H -1.92 1.98 0.01
C -2.18 0.00 0.87
H -3.18 -0.23 0.52
N 1.74 0.84 -0.01
H -0.84 1.59 1.39
H 1.42 -1.40 -2.95
N 1.22 -0.98 1.29
H 1.53 0.25 -2.53
H -0.03 -0.49 -2.78
C -1.85 1.47 0.96
N 0.88 -1.09 -0.96
H 1.58 -0.53 2.11
*
```

=====

B:
The following is a quantum chemistry calculation of a cluster of 2 separate species, C4H14N3 in total, from the Open Molecules 2025 dataset.

Computed properties:
- LUMO energy (eV) = -3.22

Structure (ORCA input):
```
! RIJCOSX wB97M-V def2-TZVPD def2/J DEFGRID3
* xyz 1 1
H -1.98 -1.20 0.58
H 2.33 0.05 0.43
H 1.61 2.00 2.45
N 0.65 2.10 0.54
C -1.81 -1.58 -0.43
H -0.98 -3.63 0.08
C 0.69 1.74 1.94
H 0.42 3.04 0.28
H 0.15 -2.27 0.18
C 0.77 1.14 -0.39
C -0.73 -2.66 -0.33
H 0.25 0.78 2.17
H -1.60 -0.85 -1.20
H -0.43 -2.93 -1.34
H 1.42 -0.71 -0.80
H -2.74 -2.11 -0.66
H -0.06 2.36 2.48
N 1.49 0.06 -0.14
H 0.67 1.06 -2.41
N 0.26 1.44 -1.57
H -0.37 2.18 -1.83
*
```

=====

Q: Which of them is the least stable? A: B.

=====

A:
The following is a quantum chemistry calculation of a cluster of 2 separate species, C4H14N3 in total, from the Open Molecules 2025 dataset.

Computed properties:
- LUMO energy (eV) = -3.14

Structure (ORCA input):
```
! RIJCOSX wB97M-V def2-TZVPD def2/J DEFGRID3
* xyz 1 1
H -0.95 -2.59 -0.80
H -2.70 3.68 -0.05
C -2.25 2.93 0.59
H 1.26 -0.39 1.60
C -1.09 2.30 -0.24
N -0.96 -1.71 -0.31
H 2.71 0.26 -1.09
N 1.22 -1.17 -0.85
H 3.40 -1.37 -0.97
C 2.60 -0.72 -0.64
H -1.85 3.20 1.56
N 0.44 -0.89 1.31
H -1.66 -1.62 0.41
C 0.27 -1.25 0.06
H -0.36 -0.92 1.92
H -1.39 1.78 -1.15
H 1.00 -1.57 -1.74
H -0.45 1.70 0.40
H -2.95 2.13 0.84
H -0.53 3.13 -0.66
H 2.73 -0.61 0.43
*
```

=====

B:
The following is a quantum chemistry calculation of a cluster of 2 separate species, C4H14N3 in total, from the Open Molecules 2025 dataset.

Computed properties:
- LUMO energy (eV) = -3.61

Structure (ORCA input):
```
! RIJCOSX wB97M-V def2-TZVPD def2/J DEFGRID3
* xyz 1 1
H -2.82 -0.33 -0.34
H -1.96 1.35 1.24
C -0.80 -1.78 -1.12
C -2.12 1.51 0.16
H -0.61 -0.61 0.69
H -1.77 -2.26 -1.04
N -2.04 0.27 -0.61
N 2.47 -0.78 0.13
H 3.67 0.70 0.85
H -0.04 -2.46 -0.73
C 2.64 0.37 0.72
H -0.01 0.20 -0.81
H 3.28 -1.34 -0.08
H 1.99 2.03 1.62
H 1.56 -1.13 -0.13
N 1.72 1.16 1.17
H 0.72 1.02 1.07
C -0.81 -0.43 -0.39
H -3.10 1.96 0.01
H -0.61 -1.63 -2.19
H -1.36 2.20 -0.21
*
```

=====

Q: Which of them is the least stable? A: B.

=====

A:
The following is a quantum chemistry calculation of a cluster of 2 separate species, C3HN in total, from the Open Molecules 2025 dataset.

Computed properties:
- LUMO energy (spin up / spin down) (eV) = -3.11 / -3.21

Structure (ORCA input):
```
! RIJCOSX wB97M-V def2-TZVPD def2/J DEFGRID3
* xyz 0 1
H 3.62 -0.79 1.67
C 0.81 0.49 -0.26
C 3.71 -0.66 0.63
C 1.59 1.21 -0.71
N 4.67 -0.19 0.13
*
```

=====

B:
The following is a quantum chemistry calculation of an isolated molecule of C3HN, from the Open Molecules 2025 dataset.

Computed properties:
- LUMO energy (eV) = -0.53

Structure (ORCA input):
```
! RIJCOSX wB97M-V def2-TZVPD def2/J DEFGRID3
* xyz 0 1
H 0.97 -1.73 0.86
C 0.04 0.07 -0.18
N -1.07 1.35 -0.01
C -0.46 1.20 -1.04
C 0.53 -0.89 0.38
*
```

=====

Q: Which of them is the least stable? A: A.

=====

A:
The following is a quantum chemistry calculation of the ion C4H9N2O2 with charge +1, from the Open Molecules 2025 dataset.

Computed properties:
- LUMO energy (spin up / spin down) (eV) = -5.30 / -3.84

Structure (ORCA input):
```
! RIJCOSX wB97M-V def2-TZVPD def2/J DEFGRID3
* xyz 1 1
H -3.12 -2.36 -0.02
H 1.75 1.06 -1.26
C -1.60 0.58 0.05
C -1.77 -0.84 0.26
N 2.99 -0.27 -0.10
H -3.58 -0.75 -0.54
H 2.78 -0.92 0.66
C 1.67 0.17 -0.63
H 3.57 0.49 0.28
H -0.05 2.01 -0.33
H -0.34 1.66 1.38
H -0.99 -1.45 0.70
N -2.90 -1.38 -0.13
O -2.52 1.27 -0.35
H 3.51 -0.77 -0.84
O 0.83 0.31 0.47
C -0.24 1.21 0.39
*
```

=====

B:
The following is a quantum chemistry calculation of a cluster of 2 separate species, C4H9N2O2 in total, from the Open Molecules 2025 dataset.

Computed properties:
- LUMO energy (eV) = -4.03

Structure (ORCA input):
```
! RIJCOSX wB97M-V def2-TZVPD def2/J DEFGRID3
* xyz 1 1
H -2.40 -0.70 -1.12
N 1.43 2.80 0.02
H -3.15 -1.75 0.09
H 1.36 3.71 0.45
C 1.33 -0.41 -0.14
C 0.63 1.77 0.10
N 1.27 -1.26 0.82
C 1.19 0.59 -0.90
H -1.54 -1.57 1.44
C -2.25 -1.49 -0.41
H 1.11 0.63 -1.96
H 2.21 2.71 -0.58
O -1.17 -1.28 0.57
O -0.42 1.67 0.62
H -1.85 -2.35 -1.19
H 0.21 -1.65 0.75
H 2.04 -1.43 1.44
*
```

=====

C:
The following is a quantum chemistry calculation of the ion C4H9N2O2 with charge +1, from the Open Molecules 2025 dataset.

Computed properties:
- SMILES = NC(=O)[C@H]([NH3+])CC=O
- LUMO energy (eV) = -3.36

Structure (ORCA input):
```
! RIJCOSX wB97M-V def2-TZVPD def2/J DEFGRID3
* xyz 1 1
C 1.07 0.53 0.12
H -0.02 -3.35 -0.15
H 1.60 0.39 -0.83
N -0.05 -2.47 0.35
C -0.35 -0.04 0.20
H 1.69 -0.09 0.75
C 1.17 1.95 0.60
O -0.48 -1.50 -1.64
H -1.42 0.29 -1.52
N -1.29 0.77 -0.62
H -0.94 1.72 -0.77
H -2.22 0.81 -0.18
O 0.20 2.64 0.66
H -0.10 -2.55 1.35
H -0.67 -0.02 1.23
C -0.34 -1.43 -0.44
H 2.15 2.36 0.88
*
```

=====

D:
The following is a quantum chemistry calculation of the ion C4H9N2O2 with charge +1, from the Open Molecules 2025 dataset.

Computed properties:
- SMILES = C=C/C(NO)=[NH+]/CO
- LUMO energy (eV) = -4.08

Structure (ORCA input):
```
! RIJCOSX wB97M-V def2-TZVPD def2/J DEFGRID3
* xyz 1 1
H -0.08 2.41 1.26
H 1.40 2.62 -0.50
O 1.42 -0.56 1.62
C -2.12 -1.68 -0.82
C 1.24 1.68 0.16
H -2.72 -2.10 -1.54
C -0.95 -1.15 -1.21
N 0.38 0.82 -0.72
H 0.29 -2.10 0.93
H 2.15 1.10 0.43
O 0.61 1.84 1.34
C 0.03 -0.42 -0.36
H -0.21 1.14 -1.53
H -0.85 -0.84 -2.27
H 1.20 0.30 2.10
H -2.27 -2.04 0.33
N 0.47 -1.02 0.78
*
```

=====

Q: Which of them is the least stable? A: A.

=====

A:
The following is a quantum chemistry calculation of a cluster of 2 separate species, C4H9N2O2 in total, from the Open Molecules 2025 dataset.

Computed properties:
- LUMO energy (eV) = -4.38

Structure (ORCA input):
```
! RIJCOSX wB97M-V def2-TZVPD def2/J DEFGRID3
* xyz 1 1
H 2.88 -1.06 1.10
H -1.02 0.57 1.54
N 2.97 -0.43 0.26
C -1.42 -0.99 -1.14
H -2.75 -0.18 1.22
H 0.09 1.72 -0.08
N -1.50 0.01 -0.43
C 1.95 0.29 -0.06
O 0.85 0.21 0.44
C -1.58 1.39 -0.68
H -1.20 -0.93 -2.21
H -1.55 -2.12 -0.83
C -1.65 -0.21 1.10
O -0.67 2.22 -0.43
H 3.86 -0.28 -0.13
H 1.99 1.05 -0.90
H -1.25 -1.25 1.23
*
```

=====

B:
The following is a quantum chemistry calculation of the ion C4H9N2O2 with charge +1, from the Open Molecules 2025 dataset.

Computed properties:
- LUMO energy (eV) = -6.09

Structure (ORCA input):
```
! RIJCOSX wB97M-V def2-TZVPD def2/J DEFGRID3
* xyz 1 1
H 1.13 -0.39 0.74
H 2.09 0.97 -1.12
C 1.03 1.07 -0.89
H 0.49 1.23 -1.82
H 0.91 1.94 -0.26
C -0.87 0.27 0.55
H -0.15 0.35 3.49
O 0.49 -2.57 -0.62
N -0.93 0.44 1.78
O 0.18 0.31 2.58
H -1.89 0.22 -1.24
C 0.51 -1.35 -1.02
C 0.54 -0.19 -0.17
H 0.45 -1.24 -2.10
H 0.54 -2.70 0.35
H -2.65 1.10 0.03
N -1.87 0.54 -0.29
*
```

=====

Q: Which of them is the least stable? A: A.

=====

A:
The following is a quantum chemistry calculation of a cluster of 2 separate species, C2H8NS in total, from the Open Molecules 2025 dataset.

Computed properties:
- LUMO energy (eV) = 4.41

Structure (ORCA input):
```
! RIJCOSX wB97M-V def2-TZVPD def2/J DEFGRID3
* xyz -1 1
H 1.26 -0.09 1.63
H 0.78 -1.74 1.36
N 0.32 0.94 -2.54
S -1.25 1.40 0.62
H 0.86 -0.62 -0.01
H -1.63 -0.93 0.85
C -0.85 -0.31 1.28
H 0.08 -0.02 -2.65
H 1.23 0.98 -2.09
C 0.58 -0.70 1.04
H -1.07 -0.27 2.35
H -0.31 1.35 -1.85
*
```

=====

B:
The following is a quantum chemistry calculation of a cluster of 2 separate species, C2H8NS in total, from the Open Molecules 2025 dataset.

Computed properties:
- LUMO energy (eV) = 4.07

Structure (ORCA input):
```
! RIJCOSX wB97M-V def2-TZVPD def2/J DEFGRID3
* xyz -1 1
N -0.11 -0.47 0.12
H -0.18 1.72 -0.03
C -0.27 -0.83 1.52
H 0.85 -0.46 -0.27
H 1.40 0.11 -3.06
H 0.32 -1.74 1.74
S 2.19 0.26 -1.95
H -0.05 -0.02 2.26
H -0.35 0.63 -1.55
C -0.63 0.79 -0.47
H -1.74 0.99 -0.13
H -1.43 -0.97 1.81
*
```

=====

Q: Which of them is the least stable? A: B.

=====

A:
The following is a quantum chemistry calculation of a cluster of 2 separate species, C2H8NS in total, from the Open Molecules 2025 dataset.

Computed properties:
- LUMO energy (eV) = 4.19

Structure (ORCA input):
```
! RIJCOSX wB97M-V def2-TZVPD def2/J DEFGRID3
* xyz -1 1
H -1.62 0.20 1.17
H 1.22 -1.30 0.42
S 2.99 0.76 0.06
N -1.38 0.82 -0.91
H 2.22 1.40 -0.78
H -1.79 -0.05 -1.32
H 0.03 1.03 0.92
H -0.56 1.24 -1.33
C 0.08 -1.07 0.40
H -0.27 -1.73 -0.44
H -0.17 -1.57 1.35
C -0.73 0.27 0.46
*
```

=====

B:
The following is a quantum chemistry calculation of a cluster of 2 separate species, C2H8NS in total, from the Open Molecules 2025 dataset.

Computed properties:
- LUMO energy (eV) = 4.26

Structure (ORCA input):
```
! RIJCOSX wB97M-V def2-TZVPD def2/J DEFGRID3
* xyz -1 1
S 0.98 -2.90 0.50
H -1.08 0.11 -1.85
C -0.49 0.50 0.20
C -0.53 0.88 -1.32
H 1.22 -0.57 0.51
H 0.48 1.07 -1.70
H -1.09 1.81 -1.47
H -0.97 -0.47 0.27
H -0.98 1.30 0.75
H 0.91 0.68 1.65
N 0.90 0.38 0.69
H 0.64 -2.79 1.79
*
```

=====

C:
The following is a quantum chemistry calculation of a cluster of 2 separate species, C2H8NS in total, from the Open Molecules 2025 dataset.

Computed properties:
- LUMO energy (eV) = 3.46

Structure (ORCA input):
```
! RIJCOSX wB97M-V def2-TZVPD def2/J DEFGRID3
* xyz -1 1
N 0.27 1.18 -1.05
H -0.90 -0.19 0.85
H 2.55 -0.09 2.77
H -0.02 -0.59 -2.13
C -0.86 -0.89 -0.11
H -1.43 0.24 -1.91
H 1.11 1.05 -0.62
H -1.95 -1.22 -0.04
C -0.61 -0.04 -1.33
S 2.46 0.69 3.90
H -0.37 1.66 -0.52
H -0.24 -1.80 0.20
*
```

=====

Q: Which of them is the least stable? A: A.

=====

A:
The following is a quantum chemistry calculation of a structure of composition C15H52F3HfN2O20S2, from the Open Molecules 2025 dataset.

Computed properties:
- LUMO energy (eV) = -5.56

Structure (ORCA input):
```
! RIJCOSX wB97M-V def2-TZVPD def2/J DEFGRID3
* xyz 1 1
C -10.62 11.61 -6.41
H -5.41 7.65 -4.44
O -6.39 12.67 -7.78
H -5.61 9.20 -8.17
H -6.50 8.44 -0.58
H -5.99 10.26 -3.16
H -8.17 11.02 -12.00
H -7.78 4.76 -7.50
O -5.42 10.85 -3.72
H -9.00 6.53 -5.65
O -3.43 13.50 -3.18
H -10.59 11.58 -8.60
H -11.02 5.14 -1.89
H -9.93 9.39 -3.98
H -10.00 10.70 -6.29
H -9.18 15.77 -5.78
H -6.83 10.34 -9.50
H -7.87 9.57 -0.28
F -0.51 13.43 -2.30
C -6.59 6.56 -7.93
C -10.34 12.24 -7.76
S -6.43 12.32 -6.39
H -5.64 6.05 -8.10
O -5.48 12.85 -10.50
H -4.28 14.80 -6.85
H -8.77 8.17 -8.69
H -5.74 13.91 -3.15
O -2.86 11.57 -4.59
H -11.80 4.31 -3.23
H -2.37 11.64 -7.91
H -11.65 11.30 -6.28
H -8.33 3.30 -9.45
H -9.29 12.53 -7.79
O -7.13 9.54 -2.20
N -8.62 7.82 -4.07
H -9.29 12.64 -5.40
C -1.09 12.34 -2.73
S -2.40 12.86 -3.97
H -9.69 4.47 -9.70
O -9.96 5.23 -3.65
H -11.19 6.86 -3.52
O -6.40 10.82 -6.21
H -10.11 7.87 -5.59
Hf -4.26 10.26 -5.69
H -6.57 10.53 -11.72
H -5.80 12.71 -9.60
H -7.79 8.99 -7.50
F -1.71 11.72 -1.74
O -5.05 12.40 -5.79
C -7.79 8.62 -8.54
C -7.57 10.11 -11.87
O -7.72 5.23 -9.53
C -10.83 4.52 -2.77
H -6.72 7.45 -9.70
H -8.79 10.75 -2.31
H -7.95 10.43 -3.86
H -7.65 9.50 -12.77
N -6.59 7.77 -8.74
H -8.01 7.96 -1.11
O -8.24 15.68 -5.59
H -4.94 13.78 -7.79
O -4.78 9.72 -7.91
C -9.58 7.15 -4.96
H -10.93 13.14 -7.94
C -7.41 8.87 -0.98
O -3.13 11.72 -7.32
O -5.71 8.45 -4.88
H -6.71 8.42 -4.79
O -1.73 13.70 -4.93
H -11.33 5.94 -5.04
H -8.56 10.49 -9.36
H -10.36 3.60 -2.44
O -7.95 9.23 -10.83
H -4.51 10.18 -8.72
C -8.29 9.99 -2.92
H -6.96 13.25 -3.85
C -7.76 5.62 -8.18
H -8.29 7.15 -3.38
O -10.25 12.49 -5.36
O -7.46 12.97 -5.59
C -9.27 8.89 -3.27
O -4.09 14.21 -7.59
H -8.03 14.76 -5.82
H -8.70 6.18 -8.03
C -7.76 9.77 -9.54
H -5.59 11.77 -3.37
H -6.60 6.74 -6.85
H -9.94 8.53 -2.50
C -10.63 6.31 -4.28
H -3.38 12.69 -7.35
H -8.51 4.05 -10.98
F -0.20 11.53 -3.26
O -6.41 13.21 -3.04
C -8.65 4.23 -9.92
H -5.97 13.62 -10.82
*
```

=====

B:
The following is a quantum chemistry calculation of a structure of composition C15H52F3HfN2O20S2, from the Open Molecules 2025 dataset.

Computed properties:
- LUMO energy (eV) = -4.98

Structure (ORCA input):
```
! RIJCOSX wB97M-V def2-TZVPD def2/J DEFGRID3
* xyz 1 1
H -4.23 -3.38 -6.95
O -1.33 -3.30 1.41
H 3.87 -1.82 4.24
H 2.66 2.44 -2.77
H 2.21 -2.17 4.63
H -0.29 1.98 3.10
C -0.21 3.42 0.83
H 2.92 -1.67 -2.50
O 5.56 -0.32 -1.36
H 2.53 -1.72 7.02
O -1.91 -5.62 1.81
C -2.36 -0.56 -4.71
O -1.18 2.62 -1.23
H 3.21 2.43 3.96
C -3.22 -3.57 -6.58
C 3.37 -1.96 6.36
H -4.68 1.78 4.56
H -2.02 2.13 -3.05
H 1.82 1.30 -5.12
C -0.56 3.71 -0.60
O -1.53 -0.67 2.64
O -1.19 -0.28 -1.63
O -0.03 0.31 0.50
O 0.03 -5.05 0.43
H -3.01 -0.97 -3.92
H 0.37 4.27 1.21
O 2.18 -1.82 -1.91
H 0.72 -2.28 -1.42
O -2.41 0.75 0.68
H -0.72 1.30 -5.34
C -1.82 3.00 -2.43
C 2.06 1.58 -2.46
H 2.26 -1.18 -1.17
O 0.90 1.46 -3.28
C -2.69 -1.36 -5.96
O 2.72 -0.19 4.90
H 2.42 0.03 4.01
S 1.22 -0.28 1.15
H -2.14 0.05 2.96
H -3.39 1.22 5.72
O 1.53 0.38 2.40
O 2.32 -0.31 0.21
H -2.79 0.45 -4.75
H 0.37 3.93 -1.13
N -1.36 3.10 1.68
H -3.30 1.11 0.56
O -2.89 -2.69 -5.52
O 4.24 1.55 0.42
O 0.62 -1.65 1.33
N -0.97 -0.51 -4.33
H -0.56 -1.44 -4.37
F 1.25 -3.87 2.79
H 0.56 2.64 0.83
H 1.76 1.71 -1.42
F -0.45 -4.26 4.07
H -3.24 -4.57 -6.16
H -1.84 -1.34 -6.65
H -0.38 3.74 3.44
H -1.15 3.64 -3.03
O -2.78 1.44 3.73
H -4.10 0.12 4.56
H 4.21 1.97 1.29
H 1.66 -0.22 -4.22
H -2.02 3.87 1.65
H 3.54 -3.04 6.43
H -2.86 3.49 3.88
C 0.23 -4.68 3.01
F 0.69 -5.89 3.21
H 3.48 0.95 0.39
H -1.18 4.62 -0.62
C -0.15 0.40 -5.11
C 3.07 -1.56 4.95
O 3.04 2.60 3.02
H -0.95 -0.88 3.38
C -0.92 2.86 3.08
Hf -1.47 -1.40 0.40
H -0.62 0.49 -1.42
H 4.88 0.13 -0.83
H -1.22 -0.34 -2.65
O -0.07 -2.65 -0.92
H 4.26 -1.50 6.78
C 1.16 0.73 -4.45
H 6.38 0.06 -1.03
H 2.42 1.91 2.75
H -2.48 -3.57 -7.39
C -3.79 1.16 4.70
H -1.85 1.54 1.03
H 2.62 0.64 -2.45
H 0.10 -0.07 -6.07
H -3.59 -0.98 -6.45
H -2.71 3.61 -2.24
H -0.02 -3.62 -1.02
S -0.84 -4.74 1.52
H -1.77 2.66 5.01
C -2.12 2.69 3.97
*
```

=====

Q: Which of them is the least stable? A: A.